*a*
The following is a DFT calculation (the ωB97M-V functional and the def2-TZVPD basis) of a cluster of 2 separate species, CH7N2O in total.

Geometry (Å):
O  -0.634  2.099  1.110
H  0.538  0.388  0.914
H  -0.472  2.779  1.789
H  -0.985  2.634  0.417
N  0.079  -0.478  0.611
C  0.725  -0.940  -0.739
N  -0.087  -1.385  -1.532
H  -0.848  -0.267  0.261
H  -0.043  -1.175  1.346
H  1.773  -0.689  -0.717
H  0.101  -1.545  -2.506

**Total charge**: +1
**HOMO energy**: -16.0 eV
**Lowest unoccupied orbital energy**: -3.71 eV
**HOMO-LUMO gap**: 12.324 eV

*b*
The following is a DFT calculation (the ωB97M-V functional and the def2-TZVPD basis) of a cluster of 2 separate species, CH7N2O in total.

Geometry (Å):
O  1.230  -1.848  -0.390
H  0.820  0.038  -0.288
H  0.906  -2.852  -0.543
H  2.069  -1.681  -0.749
N  0.351  0.228  0.651
C  -0.884  1.097  0.460
N  -1.294  1.114  -0.701
H  1.161  0.732  1.078
H  0.289  -0.719  1.170
H  -1.157  1.677  1.195
H  -2.027  1.611  -1.152

**Total charge**: +1
**HOMO energy**: -15.4 eV
**Lowest unoccupied orbital energy**: -3.69 eV
**HOMO-LUMO gap**: 11.728 eV

Relative energy of each structure, in kcal/mol: *a* 0.0; *b* 22.2.

*a*
The following is a DFT calculation (the ωB97M-V functional and the def2-TZVPD basis) of a structure of composition C6H14NO.

Geometry (Å):
C  1.924  -0.258  0.728
C  1.708  1.002  -0.057
C  -0.796  -0.647  -1.265
C  -1.849  -0.521  -0.296
C  -2.898  -2.102  -0.399
N  0.362  1.627  -0.048
C  1.930  2.265  0.940
O  3.281  2.282  1.328
H  1.541  -1.190  0.320
H  3.007  -0.356  0.787
H  1.603  -0.083  1.747
H  2.223  0.852  -1.046
H  -1.072  -0.115  -2.214
H  -0.414  -1.649  -1.313
H  -1.654  -0.447  0.806
H  -2.781  0.086  -0.489
H  -3.847  -1.835  0.048
H  -2.354  -2.865  0.120
H  -2.968  -2.224  -1.480
H  -0.064  0.810  -0.689
H  1.780  3.271  0.567
H  1.338  2.097  1.906

**Total charge**: -1
**HOMO energy**: -2.7 eV
**Lowest unoccupied orbital energy**: 2.35 eV
**HOMO-LUMO gap**: 5.009 eV

*b*
The following is a DFT calculation (the ωB97M-V functional and the def2-TZVPD basis) of the ion C6H14NO with charge -1.

Geometry (Å):
C  -1.985  1.657  -0.167
N  -1.026  0.776  0.514
C  -0.346  -0.127  -0.433
C  0.340  0.652  -1.693
O  0.029  0.075  -2.880
C  0.745  -0.972  0.199
C  0.215  -2.228  0.919
C  1.664  -0.163  1.127
H  -1.743  2.722  -0.080
H  -2.952  1.616  0.355
H  -1.985  1.424  -1.228
H  -0.351  1.303  1.047
H  -1.111  -0.640  -1.023
H  1.461  0.667  -1.567
H  -0.071  1.688  -1.765
H  1.303  -1.253  -0.707
H  0.024  -3.098  0.316
H  -0.667  -1.914  1.489
H  0.893  -2.576  1.717
H  2.675  -0.537  1.210
H  1.114  0.117  2.030
H  1.774  0.812  0.620

**Total charge**: -1
**HOMO energy**: -2.1 eV
**SMILES**: CN[C@@H](C[O-])C(C)C
**Lowest unoccupied orbital energy**: 3.82 eV
**HOMO-LUMO gap**: 5.966 eV

*c*
The following is a DFT calculation (the ωB97M-V functional and the def2-TZVPD basis) of a structure of composition C6H14NO.

Geometry (Å):
C  1.110  -3.762  0.381
N  0.030  -3.402  -0.491
C  -0.144  -2.065  -0.583
C  -0.189  -1.083  0.427
C  -0.225  0.387  0.149
C  0.976  1.181  0.708
C  -1.414  3.892  -0.628
O  -0.171  3.959  -0.116
H  1.484  -4.770  0.153
H  1.998  -3.102  0.366
H  0.898  -3.816  1.483
H  -0.601  -1.808  -1.553
H  -2.046  2.951  -0.545
H  0.922  -1.379  -0.326
H  -0.666  -1.415  1.350
H  -0.316  0.571  -0.933
H  -1.086  0.979  0.481
H  0.944  2.216  0.317
H  1.899  0.740  0.275
H  0.949  1.323  1.792
H  -2.053  4.708  -0.195
H  -1.536  4.105  -1.718

**Total charge**: -1
**HOMO energy**: -2.4 eV
**Lowest unoccupied orbital energy**: 2.99 eV
**HOMO-LUMO gap**: 5.433 eV

Relative energy of each structure, in kcal/mol: *a* 177.1; *b* 0.0; *c* 88.8.

*a*
The following is a DFT calculation (the ωB97M-V functional and the def2-TZVPD basis) of the molecule C6H11N3.

Geometry (Å):
C  -1.472  -0.781  1.198
C  -1.484  -0.250  -0.193
N  -2.407  0.955  -0.218
C  -0.060  0.129  -0.792
C  0.969  -0.948  -0.817
C  2.089  -0.846  -0.131
N  2.515  0.359  0.381
C  1.661  1.388  0.278
N  0.427  1.386  -0.112
H  -0.914  -0.135  1.883
H  -1.037  -1.804  1.171
H  -2.513  -0.983  1.506
H  -1.884  -0.950  -0.980
H  -2.937  1.059  -1.124
H  -1.704  1.696  -0.186
H  -0.259  0.438  -1.792
H  0.696  -1.886  -1.371
H  2.887  -1.607  -0.168
H  3.394  0.493  0.779
H  2.031  2.288  0.691

**Total charge**: 0
**HOMO energy**: -8.1 eV
**SMILES**: C[C@@H](N)[C@@H]1C=CNC=N1
**Lowest unoccupied orbital energy**: 0.68 eV
**HOMO-LUMO gap**: 8.754 eV

*b*
The following is a DFT calculation (the ωB97M-V functional and the def2-TZVPD basis) of a structure of composition C6H11N3.

Geometry (Å):
C  -1.301  1.155  2.305
C  1.656  -0.493  -1.484
C  -1.403  -1.594  -1.521
N  0.634  0.534  0.591
C  -0.952  0.658  0.958
C  0.526  -0.126  -0.587
C  -0.807  -0.511  -0.696
N  1.743  1.329  0.937
N  -1.724  0.353  -0.013
H  2.187  0.956  1.771
H  2.447  1.381  0.207
H  -1.676  0.321  2.906
H  -0.439  1.572  2.829
H  -2.075  1.926  2.252
H  2.592  0.036  -1.285
H  1.871  -1.563  -1.417
H  1.429  -0.286  -2.534
H  -1.464  -1.294  -2.571
H  -2.423  -1.839  -1.208
H  -0.822  -2.516  -1.440

**Total charge**: 0
**HOMO energy**: -6.9 eV
**Lowest unoccupied orbital energy**: 0.87 eV
**HOMO-LUMO gap**: 7.784 eV

*c*
The following is a DFT calculation (the ωB97M-V functional and the def2-TZVPD basis) of a structure of composition C6H11N3.

Geometry (Å):
C  -0.912  -0.964  -1.214
C  -1.875  0.225  0.688
N  -0.693  0.030  -0.159
C  -0.112  2.435  -0.562
N  -0.688  1.538  -1.183
H  -1.139  -1.936  -0.773
H  -1.744  -0.641  -1.839
H  -2.147  -0.727  1.152
H  -1.630  0.948  1.461
H  -2.705  0.591  0.083
H  -0.021  -1.038  -1.833
H  0.360  2.091  0.522
H  -0.048  3.418  -1.025
C  1.457  -1.205  0.418
C  2.767  -1.222  0.654
C  0.641  0.015  0.648
N  0.899  1.011  1.339
H  0.965  -2.117  0.097
H  3.273  -0.324  0.988
H  3.351  -2.127  0.538

**Total charge**: 0
**HOMO energy (alpha / beta)**: -7.5 / -7.5 eV
**Lowest unoccupied orbital energy (alpha / beta)**: 0.77 / 0.77 eV
**HOMO-LUMO gap (alpha / beta)**: 8.244 / 8.244 eV

*d*
The following is a DFT calculation (the ωB97M-V functional and the def2-TZVPD basis) of the molecule C6H11N3.

Geometry (Å):
H  1.429  -2.871  -0.786
N  0.506  -3.016  -0.380
C  0.033  -1.984  0.203
C  0.885  -0.819  0.811
C  0.362  0.395  0.076
C  1.403  1.352  -0.452
N  -0.610  -0.303  -1.004
C  -1.738  0.510  -0.525
C  -0.891  1.044  0.611
N  -1.028  1.751  1.637
H  -1.984  2.059  1.811
H  -0.935  -2.110  0.677
H  0.693  -0.726  1.881
H  1.941  -0.988  0.590
H  0.947  2.105  -1.095
H  1.877  1.858  0.392
H  2.168  0.815  -1.012
H  -0.389  -0.280  -1.995
H  -2.602  -0.096  -0.237
H  -2.065  1.304  -1.203

**Total charge**: 0
**HOMO energy**: -8.9 eV
**SMILES**: [H]/N=C\C[C@@]1(C)NC/C1=N\[H]
**Lowest unoccupied orbital energy**: 0.83 eV
**HOMO-LUMO gap**: 9.688 eV

Relative energy of each structure, in kcal/mol: *a* 0.0; *b* 39.1; *c* 95.4; *d* 30.5.

*a*
The following is a DFT calculation (the ωB97M-V functional and the def2-TZVPD basis) of the ion C4H3O2S with charge -1.

Geometry (Å):
C  0.876  -0.305  -1.631
C  -0.044  -0.506  -0.654
C  0.257  0.396  0.741
O  1.188  1.173  0.753
C  -0.867  0.317  1.687
O  -0.777  -0.018  2.843
S  -2.173  0.788  0.688
H  0.853  -1.121  -2.451
H  1.648  0.367  -1.348
H  -0.961  -1.089  -0.629

**Total charge**: -1
**HOMO energy**: -3.9 eV
**SMILES**: C=CC(=O)C([O-])=S
**Lowest unoccupied orbital energy**: 3.79 eV
**HOMO-LUMO gap**: 7.669 eV

*b*
The following is a DFT calculation (the ωB97M-V functional and the def2-TZVPD basis) of a cluster of 2 separate species, C4H3O2S in total.

Geometry (Å):
C  -2.508  0.731  -0.142
C  2.492  0.007  0.053
C  -1.379  -0.016  -0.221
C  -0.524  -0.862  0.152
O  0.078  -1.862  0.346
O  1.450  0.641  0.066
S  4.024  0.605  0.032
H  -3.009  1.000  -1.044
H  -2.974  0.858  0.819
H  2.349  -1.102  -0.060

**Total charge**: -1
**HOMO energy**: -3.4 eV
**Lowest unoccupied orbital energy**: 2.86 eV
**HOMO-LUMO gap**: 6.235 eV

Relative energy of each structure, in kcal/mol: *a* 0.0; *b* 32.2.